[1]
C23H39BrClN5O8P2S2 | ωB97M-V with the def2-TZVPD basis set

* charge: 0
* spin multiplicity: 1
* HOMO level: -0.32162 Eh
* structure (SMILES): CCCO[C@@]1(C[C@H](C)O)[C@](Cl)(CCSc2nnco2)[C@H](c2ccccn2)OS(=O)(=O)[C@]1([PH2]=N)P(O)Br.COC[C@@H](C)N
* Kohn-Sham gap: 8.18 eV

CARTESIAN COORDINATES (ANGSTROEM)
1 C 1.1902 5.7275 1.5108
2 C 1.0925 4.3726 0.6144
3 C 0.2158 3.2293 1.3853
4 O 0.7950 1.9652 1.1218
5 C 0.5984 0.8710 2.0217
6 C -0.3637 1.0151 3.2555
7 C -1.8776 1.5048 3.0714
8 C -2.1830 2.6423 4.2043
9 O -2.8057 0.4010 3.3702
10 C 0.2044 -0.3436 0.9757
11 Cl -1.4155 0.1446 0.1590
12 C -0.0946 -1.7420 1.7010
13 C -1.5921 -2.3208 1.4904
14 S -1.5985 -3.9789 2.4083
15 C -1.0280 -5.1913 1.1406
16 N 0.2561 -5.8643 1.0242
17 N 0.3203 -6.7218 -0.0075
18 C -0.9580 -6.6942 -0.7034
19 O -1.7122 -5.7556 0.0354
20 C 1.1970 -0.4192 -0.2882
21 C 1.0779 -1.7953 -1.1515
22 C 2.3370 -2.6816 -1.1232
23 C 2.2496 -4.0132 -1.9638
24 C 0.8598 -4.1553 -2.6693
25 C -0.2806 -3.1311 -2.6120
26 N -0.1425 -1.9546 -1.8405
27 O 2.5940 -0.1496 -0.0392
28 S 3.1048 -0.5365 1.4881
29 O 3.0176 -1.9728 1.8883
30 O 4.5754 -0.1499 1.5564
31 C 2.1230 0.6192 2.6200
32 P 3.2204 2.1712 2.6315
33 N 2.6736 3.4349 3.4357
34 P 2.2347 -0.1933 4.3211
35 O 3.8194 -0.8785 4.5335
36 Br 2.1588 1.3340 6.0358
37 H 0.9663 5.5415 2.6193
38 H 2.2490 6.1846 1.4820
39 H 0.4853 6.5458 1.0987
40 H 2.1326 3.9780 0.3588
41 H 0.5365 4.6394 -0.3561
42 H -0.8302 3.2854 0.8867
43 H 0.1188 3.5895 2.4586
44 H -0.4924 0.0491 3.8808
45 H 0.1114 1.7641 4.0014
46 H -2.1219 1.9985 2.0760
47 H -1.6072 2.3587 5.1553
48 H -1.6761 3.6060 3.8130
49 H -3.2989 2.8082 4.3685
50 H -3.2382 0.6395 4.2247
51 H 0.0568 -1.7243 2.8491
52 H 0.5975 -2.6072 1.3637
53 H -1.8226 -2.6041 0.4050
54 H -2.4052 -1.7084 2.0004
55 H -1.2423 -7.3157 -1.6070
56 H 0.8445 0.3996 -1.0256
57 H 3.3133 -2.4911 -0.5811
58 H 3.0894 -4.7717 -2.0384
59 H 0.6871 -5.1083 -3.2841
60 H -1.2449 -3.3593 -3.1851
61 H 3.4906 2.4853 1.2414
62 H 4.4789 1.7923 3.2491
63 H 1.7477 3.1709 3.7980
64 H 3.7189 -1.3393 5.4083
65 C -2.6902 2.2585 -6.2175
66 O -2.7792 1.8956 -4.8498
67 C -3.0213 0.5110 -4.6197
68 C -1.7705 -0.3839 -4.7286
69 C -1.3205 -0.6429 -6.1635
70 N -0.6426 0.1704 -3.9692
71 H -3.3646 1.6699 -6.8456
72 H -1.6596 2.1585 -6.5651
73 H -2.9626 3.3120 -6.3067
74 H -3.3934 0.4457 -3.5920
75 H -3.8315 0.1494 -5.2658
76 H -2.0278 -1.3560 -4.2927
77 H -0.7893 0.2064 -6.5981
78 H -0.6344 -1.4944 -6.1977
79 H -2.1739 -0.8782 -6.8062
80 H -0.9115 0.2372 -2.9887
81 H -0.5351 1.1449 -4.2565

Cartesian forces, eV/Å:
C 0.29 0.37 -0.32
C -0.57 0.37 0.56
C -0.84 2.85 -1.44
O -0.40 -0.19 1.37
C 0.62 -1.06 -0.68
C -0.77 0.70 1.02
C -0.87 1.26 1.54
C 1.57 0.04 -0.98
O 0.55 1.01 0.17
C -0.43 -0.47 0.59
Cl 1.18 0.30 0.59
C -0.35 -1.35 0.43
C 0.81 -0.67 -0.14
S 0.20 -1.08 -1.98
C 4.10 -3.92 -3.23
N -2.82 2.07 0.90
N -4.65 0.59 -1.82
C 3.92 2.39 5.25
O -0.91 -0.34 -0.79
C -1.83 -0.39 -2.21
C 1.40 -0.94 0.17
C -2.79 -2.65 -2.93
C -4.35 4.13 0.56
C 0.97 1.00 0.93
C 3.76 -0.72 1.60
N 2.70 -2.83 -0.17
O -0.19 -0.55 2.62
S 5.48 -2.02 1.06
O -1.61 3.26 -1.37
O -4.65 0.17 -0.75
C 1.46 -0.17 -1.18
P 0.37 1.80 0.33
N -0.76 -1.50 -0.54
P 0.29 -2.65 1.45
O -2.16 1.35 0.21
Br 0.31 -0.06 -0.77
H 0.27 0.19 -1.67
H -1.63 -0.87 -0.03
H 0.99 -1.40 0.75
H -1.51 0.47 0.41
H 1.05 -0.54 1.34
H 1.46 -0.32 0.98
H 0.34 -1.11 -1.17
H 0.60 1.36 -1.36
H -0.53 -1.16 -1.34
H 0.38 -1.19 1.18
H -1.18 0.36 -1.11
H -1.06 -1.31 0.79
H 1.56 -0.23 -0.23
H 0.50 -0.39 -1.09
H -0.08 0.38 -1.88
H -0.90 1.75 0.27
H 0.27 0.84 1.63
H 1.11 -0.79 -0.84
H -0.10 1.34 1.52
H 0.81 -1.16 1.42
H -1.74 0.07 -0.67
H -1.39 1.12 0.10
H 0.25 1.63 0.98
H 1.57 0.65 1.06
H 0.10 -0.67 0.83
H -0.86 -0.33 -0.89
H 0.45 0.66 0.08
H 0.22 0.44 -1.07
C 0.21 0.27 0.21
O -0.24 -0.36 -0.14
C 0.03 -0.02 0.25
C 0.19 0.39 -0.15
C 0.03 -0.24 -0.17
N -0.24 0.33 0.07
H 0.05 -0.07 0.01
H -0.08 -0.08 -0.22
H -0.06 -0.07 0.10
H 0.08 0.10 -0.03
H 0.07 0.02 -0.14
H -0.08 0.12 0.09
H -0.08 -0.01 0.11
H -0.05 0.12 0.07
H 0.05 0.03 0.01
H 0.12 -0.24 -0.02
H 0.03 -0.20 -0.08

For reference, the Löwdin charges in units of e are: -0.133, -0.183, -0.221, -0.187, -0.404, -0.124, -0.369, -0.052, -0.101, -0.480, 0.752, -0.234, -0.473, 0.897, -0.496, -0.025, -0.020, -0.063, -0.098, -0.276, -0.169, 0.039, 0.009, -0.057, -0.104, 0.052, -0.214, 0.694, -0.301, -0.347, -0.616, 0.731, -0.284, 0.626, -0.377, 0.286, 0.058, 0.077, 0.072, 0.086, 0.107, 0.131, 0.090, 0.125, 0.070, 0.104, 0.092, 0.086, 0.093, 0.091, 0.098, 0.109, 0.072, 0.060, 0.135, 0.148, 0.097, 0.099, 0.086, 0.107, 0.031, 0.043, -0.076, 0.059, -0.109, -0.192, -0.199, -0.430, -0.071, 0.042, 0.090, 0.074, 0.087, 0.121, 0.119, 0.114, 0.065, 0.075, 0.078, 0.036, 0.073


[2]
C23H39Cl2N4O4Pm | ωB97M-V with the def2-TZVPD basis set

* charge: 0
* spin multiplicity: 5
* HOMO level (alpha / beta): -0.24768 / -0.24886 Eh
* Kohn-Sham gap (alpha / beta): 6.93 / 6.96 eV
* ΔE to the lowest compared entry with this formula, charge and spin: 0.000 eV

CARTESIAN COORDINATES (ANGSTROEM)
1 O 0.5919 -0.4861 -3.5502
2 C -0.4716 0.1675 -3.5505
3 C -0.4365 1.6360 -3.9642
4 C 0.2195 2.6281 -3.2509
5 H 0.4762 2.4418 -2.2018
6 C 0.4888 3.8558 -3.8802
7 H 1.0501 4.6183 -3.3438
8 C 0.0529 4.0759 -5.1909
9 H 0.2702 5.0133 -5.7021
10 C -0.6746 3.0860 -5.8706
11 H -1.0279 3.2269 -6.8919
12 C -0.9211 1.8738 -5.2400
13 H -1.4741 1.0681 -5.7476
14 H -1.3539 -0.3208 -4.0705
15 C -2.5836 -0.9811 -1.9786
16 C -1.7679 0.2600 -1.7397
17 H -3.3293 -0.7803 -2.7757
18 H -3.1268 -1.2705 -1.0463
19 H -1.9940 -1.8305 -2.3136
20 C -2.3944 1.4373 -1.6132
21 C -3.8789 1.6246 -1.4648
22 H -1.8857 2.3900 -1.7471
23 H -4.3198 2.0967 -2.3493
24 H -4.0486 2.2623 -0.5981
25 H -4.4448 0.7076 -1.2998
26 Pm -1.1323 0.0735 0.5372
27 Cl 0.0542 2.4411 0.2999
28 Cl -3.5467 0.1548 1.4956
29 H 4.4955 1.1533 -2.5043
30 H 4.5140 1.9500 0.0001
31 C 3.4118 1.2754 -2.3671
32 C 3.4352 1.7717 0.0750
33 N 3.0239 0.8974 -1.0156
34 H 2.8788 0.6358 -3.0786
35 C 2.1982 -0.1431 -0.8327
36 O 1.3682 -0.2471 0.1066
37 H 3.2043 1.3128 1.0398
38 H 2.3119 -0.9402 -1.5950
39 H 3.1532 2.3246 -2.5630
40 H 2.9305 2.7443 0.0055
41 H -0.5866 -5.6368 0.5738
42 H 1.3558 -5.5756 -1.1969
43 C -1.1285 -4.9990 -0.1332
44 C 0.7132 -4.9034 -1.7710
45 N -0.1899 -4.1911 -0.8904
46 H -1.8550 -4.3863 0.4005
47 C -0.1013 -2.8750 -0.7543
48 O -0.7697 -2.2170 0.0887
49 H 1.3285 -4.1840 -2.3113
50 H 0.5897 -2.3751 -1.4476
51 H -1.6492 -5.6600 -0.8323
52 H 0.1394 -5.5026 -2.4853
53 C -0.5901 2.1376 3.6466
54 N -0.1722 0.9931 4.4359
55 C 0.5832 1.2861 5.6436
56 C 0.5640 0.0487 6.5068
57 C 1.1335 -1.1370 5.7578
58 N 0.4427 -1.2734 4.4729
59 C 0.7475 -2.4500 3.6719
60 C -0.0989 -0.2158 3.8200
61 O -0.5381 -0.3513 2.6272
62 H -0.7126 3.0210 4.2856
63 H -1.5433 1.8950 3.1696
64 H 0.1280 2.3860 2.8506
65 H 1.6256 1.5579 5.3889
66 H 0.1228 2.1415 6.1469
67 H -0.4698 -0.1893 6.7802
68 H 1.1493 0.2042 7.4181
69 H 1.0116 -2.1036 6.2787
70 H 2.2170 -0.9821 5.5637
71 H 1.8025 -2.4411 3.3330
72 H 0.5737 -3.3566 4.2587
73 H 0.1259 -2.4828 2.7706

Cartesian forces, eV/Å:
O -0.30 0.21 1.03
C -0.06 0.06 -1.61
C 0.27 -0.69 0.47
C 0.21 0.47 -0.16
H 0.13 0.10 -0.46
C -0.28 -0.53 0.06
H -0.19 -0.04 -0.11
C -0.14 -0.23 -0.22
H -0.02 -0.16 0.20
C 0.16 0.21 0.27
H 0.11 0.17 0.26
C -0.18 -0.14 -0.32
H 0.32 0.44 0.13
H 0.27 0.15 0.98
C -1.24 -0.02 0.63
C 0.60 0.42 -2.37
H 0.11 -0.21 0.54
H 0.00 -0.18 -0.66
H 0.21 -0.05 0.04
C -1.06 -0.04 -0.83
C -0.30 -0.05 -0.06
H 0.35 -0.22 0.48
H 0.17 0.23 0.00
H -0.22 0.16 -0.05
H 0.22 -0.04 0.08
Pm 0.90 0.41 -0.26
Cl -0.07 0.49 0.21
Cl -0.31 -0.02 0.25
H -0.15 0.09 0.00
H -0.09 -0.17 -0.05
C 0.54 -0.42 -0.14
C -0.34 0.42 -0.11
N -0.02 -0.16 0.29
H 0.03 0.23 0.08
C -1.27 0.22 0.85
O 1.78 -0.58 -1.02
H -0.08 0.07 -0.27
H -0.38 0.51 0.03
H -0.10 -0.30 0.12
H -0.01 -0.25 0.13
H -0.07 0.13 0.01
H -0.01 0.06 -0.01
C -0.04 -0.29 0.05
C -0.07 -0.06 -0.22
N 0.02 0.19 0.07
H 0.23 0.07 -0.14
C -0.79 0.91 1.03
O 0.75 -1.37 -1.01
H -0.03 -0.11 -0.01
H -0.13 -0.03 0.12
H -0.03 0.10 0.08
H 0.11 0.11 0.04
C -0.24 0.28 -0.62
N 0.20 -0.12 -0.15
C 0.29 -0.40 -0.18
C 0.00 -0.38 0.70
C 0.29 -0.14 -0.69
N -0.05 -0.04 -0.47
C 0.31 -0.29 -0.29
C -0.28 0.48 -0.86
O 1.00 0.00 2.89
H -0.04 -0.41 -0.01
H 0.05 0.25 0.05
H -0.18 -0.11 0.28
H -0.29 0.03 0.08
H 0.03 -0.20 -0.08
H 0.11 0.16 0.10
H -0.16 0.01 -0.05
H 0.05 0.55 0.01
H -0.39 -0.16 0.16
H -0.34 0.02 0.24
H 0.03 0.14 0.00
H 0.08 0.08 0.40

For reference, the Löwdin charges in units of e are: -0.067, -0.318, -0.206, -0.065, 0.041, -0.074, 0.100, -0.098, 0.095, -0.088, 0.098, -0.050, 0.118, 0.119, -0.177, -0.440, 0.095, 0.051, 0.052, -0.310, -0.132, 0.064, 0.080, 0.058, 0.047, 1.230, 0.009, -0.141, 0.088, 0.088, -0.041, -0.063, -0.173, 0.082, -0.290, -0.181, 0.087, 0.136, 0.092, 0.064, 0.097, 0.095, -0.016, -0.031, -0.168, 0.097, -0.248, -0.171, 0.096, 0.133, 0.096, 0.097, -0.055, -0.071, -0.152, -0.161, -0.149, -0.075, -0.022, -0.389, -0.224, 0.098, 0.064, 0.023, 0.139, 0.127, 0.129, 0.121, 0.130, 0.134, 0.105, 0.092, 0.079